6
Properties=species:S:1:pos:R:3:forces:R:3:nbo_charge:R:1 method="wB97M-V/def2-TZVPD" energy_ev=-24821.77994 e_above_lowest_kcal_mol=60.8 charge=0
N 0.758 1.551 -0.295 -1.5 -1.2 0.1 -0.595
N 0.056 0.458 -0.169 0.3 -3.3 -0.1 -0.575
P 0.243 2.984 -0.156 -1.3 0.5 0.8 1.001
Cl -2.337 2.026 0.833 1.5 0.7 -0.7 -0.655
H 0.518 -0.515 -0.265 -0.7 2.7 0.1 0.391
H -1.001 0.473 0.053 1.8 0.8 -0.1 0.432

***

158
Properties=species:S:1:pos:R:3:forces:R:3:lowdin_charge:R:1 method="wB97M-V/def2-TZVPD" energy_ev=-252817.75866 charge=0
C 1.624 0.938 -31.976 1.0 -0.2 0.6 0.021
C 1.302 1.126 -30.469 -1.1 -0.8 1.4 -0.360
C 0.757 -0.192 -29.757 1.6 0.1 -0.5 -0.090
C 1.831 -1.266 -29.481 0.1 0.4 -0.6 -0.142
C 3.067 -0.698 -28.743 -2.6 -1.1 0.8 -0.142
C 3.679 0.576 -29.347 2.2 -0.6 1.0 -0.367
N 2.559 1.514 -29.662 -0.2 7.1 1.4 0.133
O 2.659 2.774 -29.254 -0.7 -7.6 -2.3 0.116
C 4.469 0.235 -30.651 0.1 0.5 -0.3 0.004
C 4.705 1.225 -28.357 -0.4 0.6 0.6 -0.028
C 0.148 2.112 -30.270 0.5 1.4 -0.2 -0.022
H 1.994 -0.077 -32.122 -0.2 0.0 -0.2 0.079
H 2.418 1.605 -32.314 -0.1 0.2 0.1 0.084
H 0.754 1.117 -32.607 -0.2 -0.1 0.3 0.079
H -0.035 -0.533 -30.423 0.0 -0.2 0.1 0.118
H 0.376 0.163 -28.799 -0.1 -0.1 0.1 0.069
H 2.203 -1.825 -30.341 -0.6 0.1 -0.4 0.110
H 1.351 -1.994 -28.826 0.2 -0.3 -0.1 0.111
H 3.678 -1.575 -28.521 1.0 0.6 -0.8 0.080
H 2.619 -0.616 -27.750 0.5 1.4 0.3 0.107
H 3.905 -0.396 -31.335 0.0 0.4 -0.1 0.074
H 5.430 -0.254 -30.486 -0.4 -0.5 0.9 0.087
H 4.871 1.152 -31.086 -0.7 0.2 -0.5 0.083
H 4.802 2.310 -28.396 -0.3 0.0 -0.6 0.071
H 5.738 0.876 -28.415 -0.4 -0.5 -0.6 0.017
H 4.433 1.063 -27.312 -0.4 -0.3 -0.1 0.066
H 0.453 3.116 -30.574 -0.2 0.0 -0.7 0.093
H -0.270 2.312 -29.283 0.6 -0.8 0.4 0.057
H -0.702 1.743 -30.843 0.2 0.1 -0.4 0.087
C -2.757 2.525 -27.009 -0.2 0.9 1.5 -0.024
C -2.813 1.191 -26.234 0.7 -1.8 -2.5 -0.398
C -2.475 0.061 -27.318 0.5 -1.2 0.4 -0.100
C -2.111 -1.315 -26.667 0.0 1.0 -1.5 -0.157
C -0.874 -1.135 -25.816 -0.6 -0.9 0.8 -0.130
C -1.161 -0.206 -24.576 2.0 -0.8 0.0 -0.372
N -1.763 1.065 -25.127 3.4 6.1 0.7 0.059
O -1.204 2.195 -24.794 -2.6 -5.9 -1.5 0.143
C 0.238 0.010 -23.775 -1.4 0.4 -0.3 0.000
C -2.126 -0.820 -23.529 0.1 0.0 -0.7 -0.011
C -4.178 0.923 -25.652 -1.3 0.4 1.3 -0.029
H -3.625 2.602 -27.663 0.2 -0.5 -0.2 0.101
H -1.831 2.778 -27.521 0.0 -0.8 -0.1 0.049
H -2.886 3.382 -26.345 -0.1 -0.1 0.3 0.088
H -1.647 0.350 -27.965 0.3 0.5 0.6 0.082
H -3.267 -0.110 -28.048 -0.7 0.4 0.5 0.125
H -1.840 -2.035 -27.441 0.0 0.2 -0.3 0.119
H -3.017 -1.760 -26.254 0.3 0.1 0.8 0.108
H 0.006 -0.887 -26.410 -0.4 1.2 -0.1 0.104
H -0.531 -2.123 -25.502 -0.4 -0.1 0.9 0.129
H 0.032 0.281 -22.739 -0.2 0.1 0.0 0.073
H 0.932 0.759 -24.154 -0.3 -0.1 -0.6 0.067
H 0.746 -0.953 -23.728 -0.2 -0.1 -0.3 0.088
H -3.106 -1.162 -23.859 0.0 0.5 -0.4 0.074
H -2.212 -0.054 -22.760 -0.2 -0.4 0.4 0.092
H -1.673 -1.753 -23.192 0.4 0.3 0.4 0.101
H -4.309 1.469 -24.715 0.0 0.4 0.0 0.096
H -4.513 -0.073 -25.363 0.9 -0.4 -0.4 0.081
H -4.978 1.267 -26.308 0.3 0.2 -0.3 0.098
N 1.479 -5.274 -30.670 -4.5 0.8 -1.1 -0.266
S 1.306 -5.727 -29.192 3.7 -1.3 3.4 0.405
O 0.703 -7.009 -28.953 -0.3 0.7 -0.3 -0.281
O 1.180 -4.701 -28.200 -0.9 0.1 0.1 -0.322
F 2.893 -5.984 -29.030 0.1 -0.6 -0.1 -0.234
S -0.180 -4.847 -30.926 0.7 3.3 -2.5 0.616
O -0.827 -4.053 -29.884 0.2 -2.4 -0.7 -0.328
O -0.902 -5.689 -31.861 1.0 0.8 1.8 -0.281
F 0.205 -3.509 -31.834 0.1 -1.0 -0.5 -0.273
O 0.463 1.461 -26.975 -0.1 0.4 0.0 -0.349
H 0.374 2.328 -27.398 -0.1 -0.8 0.4 -0.149
C 4.002 6.285 -31.983 -1.5 -1.1 -1.3 0.069
N 3.961 5.039 -31.119 2.0 -1.3 -0.5 -0.396
O 4.452 5.177 -30.031 -0.4 0.3 1.1 0.065
O 3.730 3.902 -31.590 -0.6 2.3 0.0 0.005
H 3.015 6.746 -31.961 0.0 0.0 0.3 0.098
H 4.096 5.849 -32.977 0.3 0.4 -0.1 0.091
H 4.770 7.012 -31.735 0.1 -0.6 0.5 0.105
C 6.523 -1.843 -33.645 0.9 1.8 -0.1 0.062
N 6.816 -1.143 -34.988 -2.8 -1.7 -0.3 -0.434
O 5.911 -0.445 -35.447 1.3 0.0 0.5 0.042
O 7.788 -1.542 -35.578 0.4 0.6 0.0 0.071
H 6.108 -2.842 -33.756 0.4 0.1 -0.5 0.103
H 5.822 -1.225 -33.086 0.0 0.0 -0.2 0.067
H 7.523 -1.756 -33.223 -0.2 -0.8 0.6 0.091
C 1.088 4.633 -27.283 0.4 -0.1 0.8 0.042
N -0.152 5.460 -27.384 0.6 1.0 1.0 -0.416
O -1.023 5.004 -28.076 -0.8 0.0 -0.5 0.061
O -0.233 6.513 -26.738 0.3 -1.5 -0.9 0.056
H 1.192 4.338 -26.239 0.0 0.3 0.1 0.108
H 1.970 5.194 -27.586 -0.2 0.2 -0.1 0.104
H 0.989 3.697 -27.824 -0.1 0.7 -0.4 0.030
Br 7.802 0.011 -26.867 0.5 0.3 -0.2 0.683
C 7.754 -1.916 -27.062 -1.3 0.1 -0.2 -0.659
C 6.359 -2.342 -27.653 1.4 -0.1 1.1 -0.588
Br 5.135 -1.922 -26.176 -0.3 -0.5 -0.6 0.721
H 7.766 -2.242 -26.024 0.3 -0.3 -0.3 0.024
H 8.658 -2.196 -27.599 -0.3 -0.2 -0.2 0.056
H 6.357 -3.419 -27.814 -0.2 0.0 0.2 0.065
H 6.047 -1.856 -28.576 0.1 0.3 0.3 0.037
C 4.946 0.974 -24.326 -0.2 -0.3 1.4 -0.118
C 4.738 2.486 -24.210 1.4 -1.1 -0.8 -0.259
O 5.593 2.974 -23.160 -1.6 0.0 -0.1 -0.153
C 5.160 4.266 -22.717 1.0 0.0 -0.4 -0.284
C 5.677 4.555 -21.317 -0.8 -0.4 0.1 -0.069
H 4.256 0.459 -24.993 0.0 0.4 -0.2 0.015
H 5.959 0.623 -24.520 0.1 0.6 -0.5 0.029
H 4.776 0.555 -23.331 -0.3 -0.1 0.1 0.077
H 5.055 2.885 -25.178 0.0 0.6 -0.1 0.101
H 3.678 2.725 -24.107 0.0 0.1 0.5 0.111
H 5.557 4.981 -23.442 -0.1 0.3 0.0 0.097
H 4.072 4.344 -22.724 -0.1 -0.1 0.0 0.111
H 5.009 4.018 -20.641 0.2 -0.1 0.3 0.072
H 5.544 5.611 -21.085 0.3 0.0 -0.1 0.074
H 6.694 4.216 -21.123 0.0 0.2 -0.3 0.078
C 7.816 3.871 -26.742 -0.5 0.2 -0.3 -0.074
C 8.087 4.906 -25.682 0.2 0.6 0.3 -0.265
O 8.307 6.148 -26.358 0.0 0.4 -1.5 -0.179
C 8.043 7.390 -25.696 -0.8 -1.6 0.4 -0.252
C 8.951 7.509 -24.523 0.7 1.1 2.0 -0.087
H 6.790 4.011 -27.089 0.1 0.4 -0.6 0.070
H 8.547 4.030 -27.534 -0.2 -0.4 -0.2 0.080
H 7.755 2.834 -26.423 0.7 -0.1 0.5 0.019
H 7.221 4.927 -25.017 0.0 0.4 0.3 0.102
H 8.995 4.710 -25.111 -0.1 -0.4 0.2 0.112
H 8.173 8.278 -26.313 0.1 -0.6 -0.8 0.116
H 6.978 7.329 -25.462 -0.1 0.4 0.5 0.111
H 9.447 6.586 -24.225 0.1 0.0 -0.4 0.070
H 8.501 7.856 -23.590 -0.6 -0.1 -0.1 0.074
H 9.693 8.299 -24.652 0.4 -0.3 -0.4 0.073
C 7.008 4.605 -34.700 0.1 -1.1 -1.4 -0.080
C 8.041 3.614 -34.118 0.0 2.2 0.1 -0.252
O 8.159 3.897 -32.724 -0.3 -1.5 0.1 -0.164
C 7.101 3.296 -31.962 1.0 0.4 0.8 -0.259
C 7.433 3.516 -30.459 -1.8 -0.1 -0.8 -0.049
H 7.158 4.629 -35.782 -0.1 -0.2 -0.2 0.069
H 6.014 4.180 -34.561 -0.2 0.5 0.2 0.061
H 7.082 5.663 -34.451 0.2 -0.3 0.8 0.076
H 7.802 2.585 -34.392 -0.3 -0.1 0.4 0.111
H 9.020 3.810 -34.557 0.1 0.1 0.1 0.113
H 6.149 3.758 -32.227 -0.1 0.1 0.1 0.081
H 6.988 2.235 -32.197 0.3 -0.2 -0.1 0.104
H 7.070 4.515 -30.214 1.0 0.3 0.2 0.067
H 8.447 3.253 -30.165 0.0 0.4 -0.2 0.081
H 6.733 2.935 -29.855 0.1 -0.5 -0.1 0.047
C 0.097 -1.439 -34.529 0.9 1.5 -0.3 -0.058
C -0.914 -0.835 -33.583 -0.8 -0.7 -0.3 -0.283
O -1.009 0.550 -33.864 1.7 0.6 0.2 -0.186
C -2.168 1.167 -33.400 -1.4 -0.6 -1.3 -0.304
C -2.242 2.684 -33.454 0.2 0.0 0.7 -0.062
H -0.077 -1.175 -35.574 -0.8 -0.5 -0.1 0.079
H 0.962 -0.782 -34.400 0.6 -0.5 0.4 0.063
H 0.359 -2.488 -34.406 -0.2 0.1 0.2 0.079
H -1.895 -1.299 -33.709 -0.2 0.0 -0.1 0.123
H -0.637 -1.024 -32.544 0.2 0.1 0.1 0.093
H -2.915 0.798 -34.110 -0.7 0.1 0.2 0.118
H -2.470 0.755 -32.434 0.1 0.3 0.4 0.117
H -1.659 3.133 -32.648 0.0 0.2 0.0 0.056
H -3.293 2.925 -33.292 0.0 0.1 0.2 0.077
H -1.993 3.194 -34.385 0.3 -0.6 -0.2 0.079

***

57
Properties=species:S:1:pos:R:3:forces:R:3:nbo_charge:R:1 method="wB97M-V/def2-TZVPD" energy_ev=-58536.67290 e_above_lowest_kcal_mol=3.2 charge=0
Cd -10.849 13.451 -8.973 0.3 -0.3 -0.4 0.566
Cd -6.619 10.942 -15.639 -1.2 -0.6 -0.3 1.461
P -8.591 12.055 -12.118 1.1 0.6 -3.3 2.424
O -8.737 11.564 -10.690 -0.2 0.0 1.8 -0.804
O -8.906 10.957 -13.176 -0.7 -0.1 -0.3 -1.030
O -7.175 12.411 -12.592 0.1 0.5 0.8 -1.070
O -9.582 13.233 -11.996 0.4 -0.8 -0.2 -0.886
B -7.355 9.437 -18.664 -0.6 2.3 1.3 -0.825
H -7.276 8.764 -17.825 0.1 -3.6 4.0 0.043
H -7.351 8.743 -19.491 0.7 -2.9 -3.1 0.127
H -8.290 9.970 -18.587 -3.4 2.1 0.3 -0.016
H -6.514 10.113 -18.674 3.6 3.1 -0.8 -0.014
O -7.872 13.854 -17.071 0.3 -0.4 0.3 -0.960
H -7.331 14.532 -17.475 0.2 0.2 -0.1 0.479
H -8.746 13.995 -17.435 -0.4 -0.1 -0.1 0.489
O -3.227 12.317 -16.403 -0.4 -0.1 0.2 -0.956
H -2.742 12.647 -17.159 0.0 0.1 -0.3 0.483
H -2.550 12.003 -15.803 0.2 -0.1 0.2 0.477
O -3.780 13.753 -9.968 0.2 -0.1 0.0 -0.938
H -4.551 13.702 -10.533 -0.3 -0.1 -0.2 0.475
H -3.688 14.686 -9.772 0.0 0.2 0.1 0.463
O -13.193 15.965 -8.913 0.3 -0.3 0.1 -0.953
H -13.223 16.588 -9.640 0.1 0.2 -0.3 0.482
H -14.076 15.986 -8.543 -0.2 0.0 0.1 0.473
O -13.332 18.502 -12.418 -0.2 -0.1 0.3 -0.944
H -12.753 17.894 -12.878 0.2 -0.2 -0.1 0.472
H -13.233 19.330 -12.888 0.0 0.2 -0.1 0.472
O -12.187 13.544 -15.808 0.0 0.2 -0.2 -0.945
H -11.615 13.707 -15.058 0.2 0.0 0.3 0.473
H -12.301 12.593 -15.820 -0.1 -0.3 0.0 0.472
O -8.626 15.822 -7.670 -0.2 -0.2 -0.1 -0.944
H -7.796 16.251 -7.876 0.2 0.1 -0.1 0.475
H -8.934 16.262 -6.878 -0.1 0.1 0.2 0.471
O -4.471 16.187 -14.282 -0.1 0.2 -0.1 -0.940
H -4.959 15.412 -14.002 -0.2 -0.2 0.1 0.471
H -3.552 15.943 -14.173 0.2 0.0 0.0 0.468
O -5.763 9.789 -8.365 0.2 0.0 0.2 -0.938
H -5.797 8.844 -8.515 0.0 -0.2 0.0 0.464
H -6.584 10.120 -8.729 -0.2 0.2 -0.2 0.474
O -13.171 9.132 -14.520 -0.2 0.1 -0.2 -0.938
H -12.301 9.494 -14.356 0.3 0.1 0.0 0.472
H -13.354 8.591 -13.751 -0.1 -0.1 0.2 0.466
O -8.871 6.517 -12.405 0.2 -0.2 0.0 -0.942
H -9.753 6.436 -12.043 -0.2 -0.1 0.1 0.468
H -8.860 7.380 -12.820 0.0 0.3 -0.1 0.474
O -4.855 8.311 -14.119 -0.1 0.5 -0.3 -0.961
H -4.320 8.498 -13.348 0.1 0.1 0.3 0.480
H -4.957 7.359 -14.116 -0.2 -0.3 -0.1 0.487
O -13.369 11.137 -9.778 0.2 0.2 0.1 -0.946
H -14.059 11.460 -10.358 -0.2 0.1 -0.2 0.472
H -13.590 10.218 -9.628 0.0 -0.3 0.1 0.475
O -8.653 17.537 -12.417 -0.1 0.3 0.0 -0.945
H -9.028 16.659 -12.339 -0.1 -0.3 0.1 0.475
H -7.728 17.386 -12.610 0.2 0.0 -0.1 0.470
O -10.595 8.007 -7.869 -0.2 -0.2 0.0 -0.941
H -10.159 8.560 -8.517 0.1 0.2 -0.2 0.472
H -10.293 8.343 -7.025 0.1 0.1 0.2 0.469